No. 1
This record from the Open Molecules 2025 dataset describes a 2-piece molecular cluster, C4H5ClN2 overall at a distorted geometry. The level of theory is the ωB97M-V functional and the def2-TZVPD basis.

Values from the calculation:
ΔE to the lowest compared entry with this formula, charge and spin	656.3	kJ/mol
gap between HOMO and LUMO	0.3419	hartree
LUMO level	-0.217	eV

Last column: natural (NBO) charge in e.
CARTESIAN COORDINATES (ANGSTROEM)
Cl: 3.09133 0.05440 -0.05582  0.1780
N: -0.86995 1.39085 -0.77508  -0.6998
N: 1.65496 0.95713 0.02281  -0.5915
C: -0.69868 -2.43210 -0.33439  -0.3814
C: -0.29999 -1.35619 -0.00413  -0.1781
C: -0.72106 0.78437 0.35730  0.0543
C: 0.62171 0.45319 0.75728  0.1168
H: 1.34788 1.39689 -0.91846  0.4562
H: -1.41153 -3.03176 -0.88549  0.2330
H: -1.54823 0.43677 1.03614  0.2137
H: 0.69258 -0.02788 1.73254  0.2530
H: -1.85902 1.37433 -0.93269  0.3458

---

No. 2
This record from the Open Molecules 2025 dataset describes C2H5OY as an isolated structure at a distorted geometry. The level of theory is the ωB97M-V functional and the def2-TZVPD basis.

Values from the calculation:
multiplicity	2
gap between HOMO and LUMO (spin up / spin down)	0.2402 / 0.2861	hartree
LUMO level (spin up / spin down)	-4.779 / -5.536	eV
net charge	+1

Last column: Löwdin spin population.
CARTESIAN COORDINATES (ANGSTROEM)
Y: 2.76460 0.34833 -1.15245  0.8498
O: 1.72270 0.02357 0.70564  0.0699
C: 0.07020 0.58139 0.07449  0.0597
C: -0.78412 -0.70699 -0.04568  0.0082
H: 0.32049 1.67156 0.10255  0.0078
H: -0.81665 1.14985 0.43633  0.0015
H: -1.02277 -1.00159 -1.07843  0.0021
H: -0.45543 -1.53209 0.60416  0.0011
H: -1.79903 -0.53403 0.35339  -0.0001

---

No. 3
This record from the Open Molecules 2025 dataset describes C23H34F6MnN12O8PS3 as an isolated structure at a distorted geometry. The level of theory is the ωB97M-V functional and the def2-TZVPD basis.

Values from the calculation:
ΔE to the lowest compared entry with this formula, charge and spin	0.0	kJ/mol
multiplicity	6
gap between HOMO and LUMO (spin up / spin down)	0.2873 / 0.2872	hartree
LUMO level (spin up / spin down)	-2.680 / -2.680	eV
net charge	+1

Last column: Löwdin spin population.
CARTESIAN COORDINATES (ANGSTROEM)
Mn: 11.03762 11.39724 12.66033  4.7215
S: 13.43224 11.25194 12.11473  0.0355
S: 7.77944 9.95296 12.54824  0.0041
S: 9.80995 7.92893 12.88237  0.0038
P: 9.04348 18.47235 12.41523  0.0000
F: 6.05692 9.34248 14.38401  0.0002
F: 8.06722 9.63234 15.19440  0.0001
F: 9.84142 7.25958 15.47816  0.0001
F: 8.14274 6.41484 14.33104  0.0005
F: 10.19951 5.58693 14.06171  0.0002
F: 6.79880 11.36175 14.52381  0.0000
O: 11.74472 14.19398 18.60438  0.0001
O: 10.68779 8.99822 13.39963  0.0277
O: 6.63057 10.11436 11.72874  0.0024
O: 10.68839 13.54094 12.82682  0.0467
O: 10.69370 15.16419 14.35332  0.0071
O: 10.42716 7.07401 11.83776  0.0011
O: 11.26627 15.48774 16.85617  0.0001
O: 8.78885 11.03044 12.46147  0.0294
N: 9.50608 13.06991 7.95305  0.0006
N: 11.99950 12.67398 7.65979  0.0006
N: 15.21647 9.31215 11.32068  0.0051
N: 8.40222 8.49969 12.45093  0.0002
N: 10.80976 11.87073 9.63533  0.0182
N: 10.83110 19.94161 13.98322  0.0000
N: 13.19714 8.55152 11.79914  0.0039
N: 11.22477 11.72680 14.72770  0.0308
N: 11.86306 11.01762 15.73635  0.0047
N: 10.82135 20.24159 11.55720  0.0000
N: 11.85833 18.30705 12.45879  0.0000
N: 10.35488 10.81778 7.47572  0.0005
C: 11.09499 13.00289 15.10961  0.0138
C: 13.97252 7.47260 11.37326  0.0013
C: 13.91522 9.68106 11.69760  0.0108
C: 9.47104 19.79883 11.19809  0.0000
C: 9.49438 19.32987 14.03983  0.0000
C: 11.89857 19.23611 11.38034  0.0000
C: 7.11434 10.07661 14.25901  0.0006
C: 11.90155 18.88670 13.82479  0.0000
C: 11.92523 11.86691 16.83606  0.0103
C: 15.19151 7.92718 11.04557  0.0012
C: 9.26448 11.84272 7.19762  0.0001
C: 10.81998 13.58855 7.43590  0.0000
C: 10.91002 20.93128 12.88002  0.0000
C: 12.00641 12.42321 9.10684  0.0008
C: 10.75724 13.97908 14.00685  0.0072
C: 11.52512 14.29939 17.38408  0.0001
C: 11.49973 13.13712 16.48871  0.0018
C: 16.35452 10.26822 11.23274  0.0009
C: 10.68052 17.49719 12.36713  0.0000
C: 9.45574 6.72877 14.26298  0.0013
C: 10.44871 10.60855 8.94031  0.0010
C: 11.65983 11.38283 7.00767  0.0000
C: 9.70777 12.81367 9.37826  0.0004
H: 12.84914 19.70847 11.41201  0.0000
H: 11.71953 18.09368 14.54090  0.0000
H: 10.71407 16.89420 11.39545  0.0000
H: 10.04853 21.69421 12.91764  0.0000
H: 16.08062 7.43008 10.64456  0.0001
H: 11.08636 14.55440 7.90287  0.0000
H: 10.52811 16.75689 13.16878  0.0000
H: 11.23969 9.85368 9.11897  0.0001
H: 9.87186 13.76403 9.88601  -0.0001
H: 8.71778 20.54203 11.27933  0.0000
H: 11.85600 18.74215 10.40500  0.0000
H: 11.84146 9.99336 15.79182  0.0001
H: 11.02763 15.43342 15.83601  0.0001
H: 12.40585 11.53484 17.77141  0.0008
H: 8.26128 11.43650 7.42228  0.0000
H: 11.87029 21.49102 12.93172  0.0000
H: 9.57352 10.06406 9.28315  0.0000
H: 12.27167 13.37852 9.59515  -0.0001
H: 10.69455 13.81981 6.34723  0.0000
H: 9.41266 18.59814 14.84353  0.0000
H: 12.88210 11.77364 9.33895  0.0001
H: 17.15664 9.90494 11.88592  0.0001
H: 11.60470 11.49678 5.88529  0.0000
H: 16.78562 10.19278 10.23498  0.0001
H: 9.24421 12.05380 6.08384  0.0000
H: 12.83054 19.35741 14.09089  0.0000
H: 8.78930 12.36937 9.74638  -0.0001
H: 15.96397 11.22210 11.51946  0.0007
H: 13.59560 6.47128 11.37944  0.0001
H: 12.41940 10.59774 7.19949  0.0000
H: 12.28134 8.45565 12.15195  0.0010
H: 11.06530 20.50551 14.90536  0.0000
H: 9.51017 19.54342 10.13976  0.0000
H: 8.73978 20.14439 14.14578  0.0000

---

No. 4
This record from the Open Molecules 2025 dataset describes a 3-piece molecular cluster, C2H7N3O2 overall at a distorted geometry. The level of theory is the ωB97M-V functional and the def2-TZVPD basis.

Values from the calculation:
ΔE to the lowest compared entry with this formula, charge and spin	387.1	kJ/mol
SMILES	N#[N+][O-].C=NC.O
gap between HOMO and LUMO	0.4080	hartree
LUMO level	0.985	eV

Last column: natural (NBO) charge in e.
CARTESIAN COORDINATES (ANGSTROEM)
O: 1.48264 -1.68207 -2.14540  -0.3255
O: -1.42710 1.41990 -1.90084  -0.9636
N: 2.24336 0.16923 -1.10011  -0.1081
N: 1.87667 -0.73500 -1.62451  0.4485
N: -0.55395 -0.02117 0.64097  -0.4493
C: 0.42327 0.76180 0.58285  -0.0541
C: -0.55902 -1.06548 1.62109  -0.4376
H: -2.01759 2.12354 -1.62262  0.4669
H: -1.41385 0.77312 -1.18429  0.4891
H: -1.35340 -0.85212 2.33816  0.2099
H: 1.29388 0.70464 1.24459  0.1477
H: 0.39422 -1.15768 2.15894  0.1709
H: 0.41066 1.56740 -0.13526  0.1959
H: -0.79979 -2.00611 1.12643  0.2094

---

Q: What is the formula in the third record?
A: C23H34F6MnN12O8PS3